P) {"formula": "C6H17NO3", "method": "ωB97M-V/def2-TZVPD", "homo_ev": -9.1, "symbols": ["C", "C", "O", "N", "C", "C", "C", "C", "H", "H", "H", "H", "H", "H", "H", "H", "H", "H", "H", "H", "H", "O", "H", "H", "O", "H", "H"], "xyz": [[-0.58, -2.26, -0.78], [-0.27, -1.65, 0.61], [-0.35, -2.29, 1.65], [-0.13, -0.26, 0.84], [0.23, 0.16, 2.19], [0.59, 0.53, -0.21], [0.18, 2.01, -0.07], [2.11, 0.28, -0.26], [0.37, -2.36, -1.24], [-0.85, -1.64, -1.68], [-1.16, -3.22, -0.52], [0.70, -0.67, 2.78], [-0.61, 0.46, 2.76], [1.06, 0.93, 2.26], [-0.04, 0.17, -1.08], [0.85, 2.73, 0.48], [0.04, 2.48, -1.08], [-0.71, 2.28, 0.45], [2.37, -0.83, -0.18], [2.43, 0.73, -1.21], [2.81, 0.82, 0.32], [-3.48, 1.41, 1.33], [-3.38, 0.83, 2.05], [-2.95, 0.92, 0.81], [0.05, -0.79, -3.17], [1.01, -0.70, -3.31], [-0.27, -0.07, -3.73]]}

***

Q) {"formula": "C6H17NO3", "method": "ωB97M-V/def2-TZVPD", "homo_ev": -8.3, "symbols": ["C", "C", "C", "C", "C", "C", "N", "H", "H", "H", "H", "H", "H", "H", "H", "H", "H", "H", "O", "H", "H", "O", "H", "H", "O", "H", "H"], "xyz": [[0.54, 1.40, 3.60], [1.06, 1.28, 2.21], [0.70, 1.99, 1.15], [1.39, 1.81, -0.21], [0.78, 0.71, -1.00], [0.07, 0.91, -2.11], [-0.81, -0.06, -2.66], [-0.34, 0.76, 3.77], [1.23, 0.92, 4.30], [0.25, 2.37, 3.98], [1.78, 0.47, 2.04], [-0.09, 2.73, 1.25], [1.47, 2.78, -0.70], [2.39, 1.56, 0.09], [0.97, -0.33, -0.73], [0.04, 1.85, -2.65], [-0.38, -0.97, -2.76], [-1.36, 0.23, -3.45], [-0.40, -2.77, 0.80], [-0.98, -2.09, 0.46], [0.41, -2.34, 1.06], [-1.61, -0.46, 0.32], [-1.63, 0.03, -0.52], [-1.77, 0.24, 0.97], [-0.66, -3.17, -2.07], [-0.31, -3.25, -1.16], [-1.57, -2.87, -2.00]]}

***

Most stable structure, least stable structure: Q), P).

***

P) {"formula": "C4H12NO5PS2", "method": "ωB97M-V/def2-TZVPD", "homo_ev": -9.0, "symbols": ["C", "C", "C", "C", "N", "O", "O", "O", "O", "O", "P", "S", "S", "H", "H", "H", "H", "H", "H", "H", "H", "H", "H", "H", "H"], "xyz": [[0.01, -2.24, 0.46], [2.71, 1.49, -0.88], [-2.97, 1.82, -0.06], [2.50, -0.20, 1.45], [-1.57, -0.38, -1.10], [-0.17, 0.88, 0.62], [3.51, -1.20, -0.66], [1.01, -0.56, -1.13], [-4.06, -0.44, -0.52], [-2.41, -0.61, 1.21], [-0.22, -0.43, -0.11], [2.57, -0.20, -0.21], [-2.78, 0.01, -0.06], [-0.80, -2.39, 1.12], [0.01, -3.03, -0.30], [1.05, -2.38, 0.98], [3.28, 2.16, -0.18], [3.10, 1.60, -1.81], [1.68, 1.72, -0.90], [-3.86, 2.05, 0.57], [-2.08, 2.38, 0.49], [-3.02, 2.01, -1.15], [2.54, -1.14, 1.98], [1.69, 0.35, 1.85], [-1.70, -1.25, -1.67]]}

***

Q) {"formula": "C4H12NO5PS2", "method": "ωB97M-V/def2-TZVPD", "homo_ev": -10.2, "symbols": ["C", "P", "O", "C", "S", "C", "O", "O", "O", "S", "C", "N", "O", "H", "H", "H", "H", "H", "H", "H", "H", "H", "H", "H", "H"], "xyz": [[-0.77, -0.74, -2.38], [-0.28, -0.31, -0.73], [1.10, -0.64, -0.38], [-0.87, 1.36, -0.49], [0.43, 2.48, -1.03], [1.77, 2.31, 0.16], [0.85, 1.85, -2.28], [-0.06, 3.83, -1.00], [-1.25, -1.18, 0.31], [-0.89, -1.59, 1.86], [0.29, -2.92, 1.47], [-0.09, -0.44, 2.46], [-2.10, -2.04, 2.46], [-0.33, -1.58, -2.96], [-1.81, -1.14, -2.43], [-0.58, 0.11, -2.99], [-1.29, 1.60, 0.54], [-1.52, 1.76, -1.28], [1.39, 1.79, 0.94], [2.67, 1.83, -0.36], [2.18, 3.32, 0.44], [1.08, -2.84, 2.24], [-0.25, -3.90, 1.49], [0.73, -2.69, 0.52], [-0.40, -0.23, 3.40]]}

***

Most stable structure, least stable structure: Q), P).

***

P) {"formula": "H4O2", "method": "ωB97M-V/def2-TZVPD", "homo_ev": -11.5, "symbols": ["O", "H", "H", "O", "H", "H"], "xyz": [[-3.41, -1.22, -0.12], [-4.24, -1.48, -0.58], [-3.65, -0.42, 0.40], [3.86, 0.99, 0.48], [3.01, 1.33, 0.11], [4.43, 0.81, -0.30]]}

***

Q) {"formula": "H4O2", "method": "ωB97M-V/def2-TZVPD", "homo_ev": -11.6, "symbols": ["O", "H", "H", "O", "H", "H"], "xyz": [[1.40, -0.28, 0.08], [0.78, 0.28, 0.60], [1.98, 0.18, -0.44], [-1.70, -0.26, 0.07], [-0.90, -0.64, -0.20], [-1.56, 0.72, -0.12]]}

***

Most stable structure, least stable structure: P), Q).

***

P) {"formula": "H4O2", "method": "ωB97M-V/def2-TZVPD", "homo_ev": -10.8, "symbols": ["O", "H", "H", "O", "H", "H"], "xyz": [[-1.03, -0.03, -0.11], [-1.23, 0.88, 0.27], [-1.84, -0.50, -0.23], [1.68, 0.07, -0.14], [1.65, -0.75, 0.37], [0.77, 0.32, -0.16]]}

***

Q) {"formula": "H4O2", "method": "ωB97M-V/def2-TZVPD", "homo_ev": -11.4, "symbols": ["O", "H", "H", "O", "H", "H"], "xyz": [[-0.69, -0.08, 1.29], [-1.09, -0.27, 0.43], [-1.14, -0.65, 1.89], [0.70, 0.11, -1.35], [0.57, 0.11, -0.36], [1.51, 0.62, -1.48]]}

***

Most stable structure, least stable structure: Q), P).

***

P) {"formula": "H4O2", "method": "ωB97M-V/def2-TZVPD", "homo_ev": -11.0, "symbols": ["O", "H", "H", "O", "H", "H"], "xyz": [[1.76, 0.16, -0.08], [0.81, 0.12, -0.07], [2.06, -0.79, 0.02], [-1.25, 0.01, -0.13], [-2.03, -0.45, 0.15], [-1.35, 0.96, 0.11]]}

***

Q) {"formula": "H4O2", "method": "ωB97M-V/def2-TZVPD", "homo_ev": -10.8, "symbols": ["O", "H", "H", "O", "H", "H"], "xyz": [[-1.67, -0.20, -0.18], [-0.80, -0.59, 0.16], [-1.55, 0.73, 0.09], [1.06, -0.17, -0.21], [1.79, -0.55, 0.22], [1.17, 0.78, -0.09]]}

***

R) {"formula": "H4O2", "method": "ωB97M-V/def2-TZVPD", "homo_ev": -11.3, "symbols": ["O", "H", "H", "O", "H", "H"], "xyz": [[-1.57, 0.18, -0.15], [-1.43, -0.76, -0.43], [-1.93, -0.02, 0.76], [2.02, -0.01, -0.06], [1.04, -0.36, 0.05], [1.87, 0.97, -0.18]]}

***

S) {"formula": "H4O2", "method": "ωB97M-V/def2-TZVPD", "homo_ev": -10.8, "symbols": ["O", "H", "H", "O", "H", "H"], "xyz": [[14.88, -12.66, -14.42], [15.57, -13.30, -14.58], [14.79, -12.64, -13.47], [14.41, -12.86, -11.68], [13.54, -13.06, -11.35], [14.85, -12.43, -10.94]]}

***

Most stable structure, least stable structure: S), R).

***

P) {"formula": "H4O2", "method": "ωB97M-V/def2-TZVPD", "homo_ev": -11.1, "symbols": ["O", "H", "H", "O", "H", "H"], "xyz": [[1.68, -0.68, 0.58], [0.96, -0.18, 0.16], [2.18, -1.10, -0.13], [-1.29, 0.46, -0.24], [-1.77, 0.59, 0.58], [-1.76, 0.92, -0.95]]}

***

Q) {"formula": "H4O2", "method": "ωB97M-V/def2-TZVPD", "homo_ev": -11.6, "symbols": ["O", "H", "H", "O", "H", "H"], "xyz": [[-1.79, -0.25, -0.14], [-1.66, 0.67, 0.19], [-1.07, -0.71, 0.26], [1.44, -0.31, -0.13], [2.19, 0.15, 0.29], [0.89, 0.45, -0.47]]}

***

Most stable structure, least stable structure: P), Q).

***

P) {"formula": "H4O2", "method": "ωB97M-V/def2-TZVPD", "homo_ev": -11.2, "symbols": ["O", "H", "H", "O", "H", "H"], "xyz": [[0.45, -0.73, 0.81], [0.94, -1.55, 0.78], [-0.43, -0.97, 0.50], [-0.28, 1.45, -0.83], [-1.09, 0.94, -0.72], [0.41, 0.87, -0.53]]}

***

Q) {"formula": "H4O2", "method": "ωB97M-V/def2-TZVPD", "homo_ev": -10.4, "symbols": ["O", "H", "H", "O", "H", "H"], "xyz": [[-0.82, -0.18, -1.11], [-1.61, -0.10, -0.52], [-0.08, -0.21, -0.41], [0.73, 0.18, 0.92], [1.00, -0.48, 1.53], [1.41, 0.86, 0.92]]}

***

R) {"formula": "H4O2", "method": "ωB97M-V/def2-TZVPD", "homo_ev": -11.5, "symbols": ["O", "H", "H", "O", "H", "H"], "xyz": [[-0.18, 0.05, -1.64], [-0.21, 0.38, -2.54], [0.26, 0.73, -1.11], [0.27, -0.17, 1.69], [-0.19, 0.22, 0.96], [-0.55, -0.41, 2.33]]}

***

Most stable structure, least stable structure: P), R).

***

P) {"formula": "H4O2", "method": "ωB97M-V/def2-TZVPD", "homo_ev": -11.1, "symbols": ["H", "H", "H", "H", "O", "O"], "xyz": [[1.93, -0.92, 0.27], [0.66, -0.12, -0.18], [-0.97, 0.69, 0.84], [-1.85, 0.63, -0.65], [1.63, 0.02, -0.17], [-1.42, -0.29, -0.11]]}

***

Q) {"formula": "H4O2", "method": "ωB97M-V/def2-TZVPD", "homo_ev": -11.0, "symbols": ["O", "H", "H", "O", "H", "H"], "xyz": [[1.05, -0.11, -0.03], [1.07, 0.66, -0.55], [2.03, -0.26, 0.18], [-1.72, -0.08, -0.11], [-0.99, -0.73, -0.10], [-1.45, 0.51, 0.60]]}

***

Most stable structure, least stable structure: Q), P).